Record 1
Density functional theory data (ωB97M-V with the def2-TZVPD basis set) for the ion C16H20ClN4O5S2 with charge +1 in a non-equilibrium geometry.

Values from the calculation:
SMILES = Cc1cc(C)[n+](CC(=O)Nc2cc(Cl)c(S(N)(=O)=O)cc2S(N)(=O)=O)c(C)c1
ΔE to the lowest compared entry with this formula, charge and spin = 0.0 kJ/mol
Molecular weight = 447.946 u

```
! wB97M-V def2-TZVPD RIJCOSX def2/J DEFGRID3
* xyz 1 1
C 2.42 2.13 -4.27
C 2.55 1.20 -3.13
C 2.19 -0.14 -3.30
C 2.16 -0.99 -2.17
C 1.72 -2.42 -2.48
N 2.54 -0.52 -0.92
C 2.68 -1.42 0.25
C 1.34 -1.73 0.92
O 1.10 -2.84 1.36
N 0.43 -0.70 1.01
C -0.88 -0.68 1.56
C -1.38 -1.58 2.50
C -2.67 -1.46 2.97
Cl -3.20 -2.54 4.21
C -3.49 -0.43 2.55
S -5.25 -0.26 3.16
N -5.08 0.31 4.76
O -5.98 0.86 2.54
O -6.03 -1.52 3.26
C -2.99 0.46 1.60
C -1.70 0.36 1.08
S -1.32 1.56 -0.19
N -1.58 0.62 -1.50
O -2.27 2.62 -0.41
O 0.11 1.87 -0.34
C 2.94 0.79 -0.74
C 3.45 1.35 0.60
C 2.90 1.66 -1.85
H 1.38 2.43 -4.48
H 3.01 3.02 -4.05
H 2.73 1.68 -5.18
H 1.90 -0.51 -4.25
H 1.40 -2.53 -3.53
H 0.86 -2.71 -1.86
H 2.58 -3.12 -2.35
H 3.08 -2.42 -0.08
H 3.37 -1.02 0.96
H 0.65 0.07 0.38
H -0.85 -2.47 2.80
H -5.52 -0.41 5.36
H -5.67 1.13 4.78
H -3.60 1.31 1.22
H -2.58 0.47 -1.48
H -1.39 1.22 -2.30
H 2.81 1.15 1.45
H 4.44 0.93 0.80
H 3.57 2.46 0.55
H 3.09 2.74 -1.76
*
```

For each atom in turn, the natural (NBO) charge in e is: number 1, C, carries -0.6552; number 2, C, carries 0.1229; number 3, C, carries -0.2339; number 4, C, carries 0.3108; number 5, C, carries -0.6671; number 6, N, carries -0.3261; number 7, C, carries -0.3151; number 8, C, carries 0.6641; number 9, O, carries -0.5513; number 10, N, carries -0.6332; number 11, C, carries 0.2105; number 12, C, carries -0.2590; number 13, C, carries 0.0288; number 14, Cl, carries 0.0947; number 15, C, carries -0.3083; number 16, S, carries 2.1845; number 17, N, carries -1.0403; number 18, O, carries -0.9149; number 19, O, carries -0.8859; number 20, C, carries -0.1505; number 21, C, carries -0.3283; number 22, S, carries 2.2548; number 23, N, carries -1.0639; number 24, O, carries -0.8865; number 25, O, carries -0.9615; number 26, C, carries 0.3256; number 27, C, carries -0.6761; number 28, C, carries -0.2295; number 29, H, carries 0.2561; number 30, H, carries 0.2365; number 31, H, carries 0.2433; number 32, H, carries 0.2425; number 33, H, carries 0.2550; number 34, H, carries 0.2542; number 35, H, carries 0.2521; number 36, H, carries 0.2683; number 37, H, carries 0.2592; number 38, H, carries 0.4282; number 39, H, carries 0.2807; number 40, H, carries 0.4073; number 41, H, carries 0.4092; number 42, H, carries 0.2881; number 43, H, carries 0.3937; number 44, H, carries 0.4017; number 45, H, carries 0.2490; number 46, H, carries 0.2480; number 47, H, carries 0.2667; number 48, H, carries 0.2502

=====

Record 2
Density functional theory data (ωB97M-V with the def2-TZVPD basis set) for a structure of composition C16H20ClNO3 in a non-equilibrium geometry.

Values from the calculation:
ΔE to the lowest compared entry with this formula, charge and spin = 1481.7 kJ/mol
Molecular weight = 309.793 u

```
! wB97M-V def2-TZVPD RIJCOSX def2/J DEFGRID3
* xyz 0 1
C 2.48 -2.76 5.49
C 2.15 -2.43 4.00
C 3.10 -2.80 2.91
C 2.76 -2.63 1.73
C 1.55 -1.94 1.52
C 0.60 -1.81 2.49
C 0.85 -2.09 3.85
Cl -0.04 -1.45 4.96
H -0.19 -1.33 2.17
N 1.12 -1.88 0.08
C 1.99 -2.27 -1.16
O 3.15 -2.63 -1.12
C 1.02 -1.58 -2.20
H 1.66 -2.09 -3.28
H 0.17 -2.16 -2.28
O 0.80 -0.45 -2.40
C -0.29 0.29 -1.72
O -0.95 -0.43 -1.01
C -0.17 1.76 -2.26
H 0.15 2.13 -1.31
H 0.46 1.94 -2.95
C -1.67 1.95 -2.36
C -2.50 2.12 -1.18
C -3.79 2.90 -1.51
H -3.85 3.74 -0.73
H -4.55 2.50 -1.95
C -3.32 4.10 -2.49
H -3.70 3.86 -3.65
H -3.34 4.95 -2.26
C -1.84 3.59 -2.87
H -1.38 3.69 -3.99
H -0.99 4.31 -2.21
H -2.84 1.21 -0.81
H -2.02 2.75 -0.19
H -2.17 1.51 -3.02
H 0.30 -1.62 -0.21
H 3.60 -2.83 0.98
H 3.89 -3.50 3.29
H 2.56 -1.82 6.05
H 1.90 -3.58 5.99
H 3.36 -3.20 5.61
*
```

For each atom in turn, the natural (NBO) charge in e is: number 1, C, carries -0.6479; number 2, C, carries 0.0023; number 3, C, carries -0.1908; number 4, C, carries -0.2421; number 5, C, carries 0.1650; number 6, C, carries -0.2354; number 7, C, carries -0.1578; number 8, Cl, carries 0.1211; number 9, H, carries 0.2022; number 10, N, carries -0.6624; number 11, C, carries 0.6854; number 12, O, carries -0.5526; number 13, C, carries -0.0648; number 14, H, carries 0.1083; number 15, H, carries 0.1757; number 16, O, carries -0.5322; number 17, C, carries 0.8229; number 18, O, carries -0.5724; number 19, C, carries -0.4287; number 20, H, carries 0.2449; number 21, H, carries 0.2342; number 22, C, carries -0.2292; number 23, C, carries -0.3894; number 24, C, carries -0.4079; number 25, H, carries 0.2312; number 26, H, carries 0.2037; number 27, C, carries -0.3378; number 28, H, carries 0.1861; number 29, H, carries 0.1510; number 30, C, carries -0.3899; number 31, H, carries 0.2094; number 32, H, carries 0.1791; number 33, H, carries 0.2261; number 34, H, carries 0.1995; number 35, H, carries 0.1945; number 36, H, carries 0.3763; number 37, H, carries 0.2641; number 38, H, carries 0.2168; number 39, H, carries 0.2173; number 40, H, carries 0.2200; number 41, H, carries 0.2044

=====

Record 3
Density functional theory data (ωB97M-V with the def2-TZVPD basis set) for the ion C16H20ClS with charge +1 in a non-equilibrium geometry.

Values from the calculation:
ΔE to the lowest compared entry with this formula, charge and spin = 0.0 kJ/mol
Molecular weight = 279.856 u

```
! wB97M-V def2-TZVPD RIJCOSX def2/J DEFGRID3
* xyz 1 1
C -0.79 -0.02 2.96
C -0.31 1.24 2.27
C 1.11 1.15 1.77
S 1.52 -0.39 0.82
C 0.45 -1.69 1.49
C -0.88 -1.24 2.05
H -0.12 -0.23 3.80
H -1.79 0.19 3.36
H -0.95 1.47 1.42
H -0.37 2.10 2.94
H 1.41 1.99 1.15
H 1.83 1.09 2.61
H 0.32 -2.43 0.69
H 1.08 -2.18 2.25
H -1.32 -2.07 2.61
H -1.56 -1.05 1.21
Cl -5.02 1.00 -1.36
C -3.33 0.73 -1.43
C -2.47 1.73 -0.96
C -1.10 1.46 -0.84
C -0.59 0.20 -1.15
C 0.90 -0.07 -0.95
C 1.47 -1.30 -1.67
C 2.96 -0.96 -1.86
C 3.03 0.54 -1.71
C 1.85 1.06 -1.27
C -1.43 -0.73 -1.79
C -2.81 -0.48 -1.91
H -2.86 2.70 -0.66
H -0.44 2.24 -0.45
H 1.31 -2.24 -1.13
H 1.00 -1.39 -2.66
H 3.58 -1.48 -1.10
H 3.32 -1.30 -2.84
H 3.93 1.10 -1.96
H 1.59 2.11 -1.12
H -1.03 -1.67 -2.17
H -3.47 -1.20 -2.37
*
```

For each atom in turn, the natural (NBO) charge in e is: number 1, C, carries -0.4018; number 2, C, carries -0.4345; number 3, C, carries -0.5083; number 4, S, carries 0.7915; number 5, C, carries -0.5412; number 6, C, carries -0.4239; number 7, H, carries 0.2055; number 8, H, carries 0.2399; number 9, H, carries 0.2265; number 10, H, carries 0.2437; number 11, H, carries 0.2567; number 12, H, carries 0.2502; number 13, H, carries 0.2557; number 14, H, carries 0.2502; number 15, H, carries 0.2449; number 16, H, carries 0.2233; number 17, Cl, carries 0.0643; number 18, C, carries -0.0296; number 19, C, carries -0.2413; number 20, C, carries -0.1308; number 21, C, carries -0.1262; number 22, C, carries -0.0988; number 23, C, carries -0.4324; number 24, C, carries -0.4613; number 25, C, carries -0.0993; number 26, C, carries -0.2793; number 27, C, carries -0.1775; number 28, C, carries -0.2168; number 29, H, carries 0.2432; number 30, H, carries 0.2046; number 31, H, carries 0.2223; number 32, H, carries 0.2460; number 33, H, carries 0.2320; number 34, H, carries 0.2497; number 35, H, carries 0.2403; number 36, H, carries 0.2387; number 37, H, carries 0.2267; number 38, H, carries 0.2469

=====

Record 4
Density functional theory data (ωB97M-V with the def2-TZVPD basis set) for a cluster of 4 separate species, C16H20F12O8 in total in a non-equilibrium geometry.

Values from the calculation:
SMILES = CCOC(=O)C(F)(F)F.CCOC(=O)C(F)(F)F.CCOC(=O)C(F)(F)F.CCOC(=O)C(F)(F)F
ΔE to the lowest compared entry with this formula, charge and spin = 24.6 kJ/mol
Molecular weight = 568.304 u

```
! wB97M-V def2-TZVPD RIJCOSX def2/J DEFGRID3
* xyz 0 1
C -17.07 -1.21 0.21
C -18.10 -0.55 -0.68
O -17.74 -0.74 -2.07
C -16.83 0.06 -2.53
O -16.30 0.97 -1.95
C -16.41 -0.27 -3.97
F -17.07 -1.32 -4.47
F -16.64 0.78 -4.75
F -15.10 -0.54 -4.02
H -16.89 -2.24 -0.10
H -17.41 -1.26 1.25
H -16.09 -0.73 0.21
H -18.19 0.51 -0.46
H -19.08 -1.01 -0.57
C -13.69 -4.59 -4.58
C -12.67 -4.08 -3.60
O -12.10 -5.17 -2.82
C -12.74 -5.52 -1.72
O -13.79 -5.10 -1.36
C -11.92 -6.55 -0.91
F -11.69 -6.09 0.32
F -12.63 -7.68 -0.81
F -10.75 -6.84 -1.47
H -14.23 -3.75 -5.02
H -14.39 -5.26 -4.08
H -13.23 -5.16 -5.39
H -13.12 -3.36 -2.92
H -11.81 -3.65 -4.10
C -17.46 4.02 6.16
C -18.39 3.46 5.10
O -17.69 3.21 3.88
C -17.90 4.05 2.88
O -18.52 5.06 2.90
C -17.18 3.58 1.59
F -16.63 2.36 1.72
F -18.03 3.54 0.57
F -16.20 4.43 1.30
H -17.23 5.07 5.95
H -16.53 3.46 6.18
H -18.03 4.04 7.10
H -19.25 4.10 4.94
H -18.81 2.50 5.41
C -13.47 1.92 0.74
C -13.64 0.94 1.88
O -13.72 -0.39 1.31
C -12.62 -1.11 1.21
O -11.62 -1.01 1.87
C -12.76 -2.17 0.12
F -14.02 -2.29 -0.28
F -11.99 -1.91 -0.94
F -12.38 -3.35 0.62
H -13.51 2.94 1.12
H -14.31 1.79 0.05
H -12.54 1.74 0.21
H -14.55 1.14 2.43
H -12.79 0.95 2.57
*
```

For each atom in turn, the natural (NBO) charge in e is: number 1, C, carries -0.6503; number 2, C, carries -0.0841; number 3, O, carries -0.4609; number 4, C, carries 0.6937; number 5, O, carries -0.5618; number 6, C, carries 0.8990; number 7, F, carries -0.3080; number 8, F, carries -0.3025; number 9, F, carries -0.3097; number 10, H, carries 0.2233; number 11, H, carries 0.2220; number 12, H, carries 0.2347; number 13, H, carries 0.2035; number 14, H, carries 0.1989; number 15, C, carries -0.6365; number 16, C, carries -0.0778; number 17, O, carries -0.4782; number 18, C, carries 0.6976; number 19, O, carries -0.5515; number 20, C, carries 0.8990; number 21, F, carries -0.3044; number 22, F, carries -0.3091; number 23, F, carries -0.3036; number 24, H, carries 0.2252; number 25, H, carries 0.2239; number 26, H, carries 0.2123; number 27, H, carries 0.2028; number 28, H, carries 0.1987; number 29, C, carries -0.6320; number 30, C, carries -0.0821; number 31, O, carries -0.4783; number 32, C, carries 0.6960; number 33, O, carries -0.5422; number 34, C, carries 0.9004; number 35, F, carries -0.3179; number 36, F, carries -0.2987; number 37, F, carries -0.3056; number 38, H, carries 0.2182; number 39, H, carries 0.2205; number 40, H, carries 0.2239; number 41, H, carries 0.2073; number 42, H, carries 0.1918; number 43, C, carries -0.6353; number 44, C, carries -0.0795; number 45, O, carries -0.4894; number 46, C, carries 0.6963; number 47, O, carries -0.5397; number 48, C, carries 0.8979; number 49, F, carries -0.3062; number 50, F, carries -0.3083; number 51, F, carries -0.3068; number 52, H, carries 0.2224; number 53, H, carries 0.2316; number 54, H, carries 0.2138; number 55, H, carries 0.2014; number 56, H, carries 0.2043

=====

| no. | orbital gap (eV) |
| --- | --- |
| 1 | 8.52 |
| 2 | 8.52 |
| 3 | 9.23 |
| 4 | 11.60 |